Computed, not measured: a 2-piece molecular cluster, C5HF7 overall, with wB97M-V/def2-TZVPD.

```
13
Properties=species:S:1:pos:R:3:forces:R:3:mulliken_charge:R:1
F 1.18944 4.31504 0.47046 -0.1 -0.8 0.8 -0.21
C 0.64145 3.32213 -0.18702 -2.0 0.0 2.0 0.45
F 1.00190 3.38138 -1.40120 1.1 0.4 -2.0 -0.17
C -0.38385 2.46413 0.10775 2.3 0.8 -0.1 0.06
F -0.76155 1.99699 -1.12374 -0.8 0.5 1.3 -0.20
C -0.99722 2.00584 1.46750 0.4 0.5 0.4 0.81
F -2.02267 1.22181 1.26388 -1.5 0.3 -0.9 -0.19
F -0.33747 1.31247 2.43143 1.6 0.1 -1.1 -0.26
F -1.29867 3.13660 2.12233 -0.7 0.4 -0.2 -0.24
C -1.22864 -0.04408 -1.20673 -4.4 -3.7 -3.8 -0.38
C -2.05022 -0.67217 -1.86748 0.5 1.4 -0.5 0.07
F -2.91371 -0.91651 -2.81645 0.6 0.0 0.9 -0.22
H -0.57211 -0.10777 -0.48455 3.0 0.1 3.2 0.48
```
Forces are in eV/Å.

Output
E_LUMO	0.46	eV
SMILES string	FC(F)=C(F)C(F)(F)F.C#CF

---

Computed, not measured: C3H6HgLiO5 as an isolated structure, with wB97M-V/def2-TZVPD.

```
16
Properties=species:S:1:pos:R:3:forces:R:3:mulliken_charge:R:1
O -2.38901 4.36441 5.68206 0.0 0.1 0.2 -0.51
C -3.24279 4.09277 4.59305 -0.1 -0.2 -0.4 -0.19
C -4.65450 3.95841 5.14023 0.3 0.2 0.5 -0.39
O -5.58210 3.63551 4.11584 0.1 1.0 0.0 -0.44
H -1.50515 4.55875 5.35991 0.0 0.0 0.0 0.31
H -2.96284 3.15380 4.08469 -0.1 0.2 0.1 0.22
H -3.21302 4.90487 3.84629 0.0 -0.1 0.1 0.27
H -4.95685 4.88169 5.65403 0.1 -0.2 -0.1 0.27
H -4.69224 3.13348 5.86454 0.0 0.2 -0.2 0.27
Hg -6.03533 1.45007 3.44259 -1.1 -0.5 -0.2 0.54
O -5.74308 -0.00289 1.65686 0.2 0.2 -0.2 -0.71
C -4.86065 -0.64754 2.30580 -0.1 -1.5 -0.5 0.99
O -4.51273 -0.18885 3.49076 1.4 -0.5 1.1 -0.91
O -4.34218 -1.75050 1.93435 0.5 0.3 0.7 -0.83
Li -3.23325 -1.89856 3.79944 -1.3 0.9 -1.2 0.86
H -5.69206 4.35828 3.48366 0.1 0.0 0.1 0.29
```
Forces are in eV/Å.

Output
spin multiplicity	2
E_LUMO (spin up / spin down)	-0.70 / -0.79	eV

---

Computed, not measured: a 11-piece molecular cluster, C2H23O12 overall, with wB97M-V/def2-TZVPD.

```
37
Properties=species:S:1:pos:R:3:forces:R:3:mulliken_charge:R:1
C 1.26524 -0.38685 0.36293 -0.2 -0.8 1.1 -0.91
C -0.25610 -0.28382 0.44182 0.7 0.8 -0.6 0.37
O -0.82726 0.17842 -0.59180 -0.4 -0.2 0.5 -0.74
O -0.81147 -0.54928 1.52884 0.0 -0.4 0.0 -0.22
H 1.60150 -1.36563 0.00755 -0.2 0.2 -0.7 0.26
H 1.63071 -0.43956 1.39172 0.2 0.5 -0.1 0.31
H 1.66856 0.45698 -0.18531 0.2 -0.1 -0.1 0.16
O -2.66755 -2.62072 0.42542 0.3 0.0 -0.1 -0.67
H -1.99461 -2.00075 0.76611 -0.4 -0.1 0.1 0.37
H -3.28211 -2.05754 -0.05098 0.0 0.1 0.0 0.27
O -3.48834 1.10781 0.55502 0.2 -0.1 -0.2 -0.65
H -4.08784 0.59677 0.00260 0.1 0.0 0.0 0.27
H -2.59143 0.84382 0.25559 -0.3 0.0 0.2 0.32
O 0.77601 1.81871 2.95039 0.0 -0.2 0.0 -0.65
H 0.35820 0.95153 2.82265 0.0 0.2 -0.1 0.31
H 1.68906 1.61924 3.18190 -0.1 0.0 0.0 0.31
O 0.11900 -2.64255 3.35550 0.3 0.1 -0.2 -0.69
H -0.02538 -1.94218 2.69242 -0.2 -0.1 0.1 0.31
H 0.46285 -3.38774 2.85303 -0.1 0.0 0.0 0.30
O -3.10698 -0.60561 3.35401 0.0 0.2 0.2 -0.67
H -2.19480 -0.45159 3.06664 -0.2 -0.2 -0.2 0.29
H -3.60926 0.02613 2.82540 0.1 0.0 -0.1 0.32
O -0.88470 3.00230 -1.06999 0.2 -0.3 0.2 -0.66
H -1.56990 2.96415 -1.74195 0.0 -0.1 0.0 0.30
H -0.82968 2.08552 -0.72374 -0.1 0.4 -0.3 0.30
O 1.55908 1.97955 -3.51915 0.4 -0.1 0.2 -0.66
H 1.01887 1.71073 -2.76198 -0.2 0.2 -0.3 0.35
H 1.58721 1.19772 -4.07959 -0.2 0.0 0.0 0.30
O 2.98974 -2.54542 -2.52648 -0.1 0.1 0.0 -0.64
H 2.16172 -2.04865 -2.48926 0.1 -0.1 0.0 0.33
H 3.67720 -1.87670 -2.44410 -0.1 0.0 0.0 0.31
O 4.80667 0.98212 -0.17054 0.0 0.1 -0.1 -0.64
H 4.22321 1.75015 -0.13918 0.0 -0.1 0.0 0.32
H 4.73023 0.66043 -1.07468 0.0 0.1 0.1 0.31
O -1.06150 0.36193 -3.33106 -0.1 -0.1 0.6 -0.63
H -1.93327 0.67187 -3.59281 0.1 0.0 0.0 0.25
H -1.10287 0.23872 -2.34695 0.2 0.0 -0.7 0.46
```
Forces are in eV/Å.

Output
E_LUMO	2.40	eV
net charge	-1

---

Values of relative energy (zero: lowest compared OMol25 entry of this formula, charge and spin), in order: 121.88; 3.54; 19.13, all in kcal/mol.
Values of DFT total energy, in order: -24217.3324; -17824.9381; -27021.0568, all in eV.